1.
The following is a DFT calculation (the ωB97M-V functional and the def2-TZVPD basis) of a 3-piece molecular cluster, C3H12NO overall in a non-equilibrium geometry.

Computed properties:
* E_LUMO: -9.6 eV
* total charge: +1
* HOMO energy: -14.571 eV
* HOMO-LUMO gap: 0.1838 hartree
* E_tot: -6829.3009 eV

Last column: Mulliken charge in e.
Geometry (Å):
1 C -2.092 -0.109 1.132  -0.55
2 C -1.517 0.995 2.020  -0.93
3 N 1.899 -0.632 -0.740  -0.18
4 C 2.373 -0.724 -2.106  -0.73
5 H -1.794 -0.036 0.028  0.35
6 H -1.709 -1.065 1.482  0.28
7 H -3.178 0.019 1.172  0.33
8 H -1.855 0.779 3.035  0.33
9 H -0.427 0.916 2.049  0.30
10 H -1.651 2.014 1.671  0.32
11 H 2.094 -1.505 -0.269  0.30
12 H 2.499 0.316 -2.434  0.34
13 H 1.770 -1.260 -2.846  0.30
14 H 3.365 -1.158 -1.961  0.35
15 H 1.030 -0.006 -0.630  0.38
16 H -0.519 1.033 -1.167  0.34
17 O -0.286 0.424 -0.436  -0.54

2.
The following is a DFT calculation (the ωB97M-V functional and the def2-TZVPD basis) of a 3-piece molecular cluster, C2H10NO2 overall in a non-equilibrium geometry.

Computed properties:
* E_LUMO: -4.6 eV
* total charge: +1
* HOMO energy: -15.804 eV
* HOMO-LUMO gap: 0.4108 hartree
* E_tot: -7813.8536 eV

Last column: Mulliken charge in e.
Geometry (Å):
1 C -1.356 -0.355 -1.462  -0.79
2 C 0.320 0.727 -0.142  -0.08
3 N -0.827 0.162 -0.209  0.07
4 H -1.365 -1.441 -1.410  0.30
5 H -2.411 -0.084 -1.574  0.32
6 H -0.876 0.069 -2.337  0.34
7 H 0.727 1.115 -1.066  0.24
8 H 0.929 0.757 0.749  0.34
9 H -1.058 -0.291 0.654  0.22
10 H 3.036 -1.478 -0.793  0.32
11 H 3.017 -0.012 -0.991  0.34
12 O 2.623 -0.690 -0.435  -0.62
13 H -0.540 -0.139 2.803  0.34
14 H -1.354 0.878 3.527  0.32
15 O -0.865 0.784 2.686  -0.65

3.
The following is a DFT calculation (the ωB97M-V functional and the def2-TZVPD basis) of a 2-piece molecular cluster, C4H14N2O overall in a non-equilibrium geometry.

Computed properties:
* multiplicity: 2
* E_LUMO (alpha / beta): -2.9 / -8.1 eV
* total charge: +1
* HOMO energy (alpha / beta): -14.465 / -14.450 eV
* HOMO-LUMO gap (alpha / beta): 0.4235 / 0.2331 hartree
* E_tot: -9392.7327 eV

Last column: Löwdin spin population.
Geometry (Å):
1 C 0.529 -1.787 -1.196  0.00
2 C -0.341 -0.736 -1.865  0.00
3 C -1.298 -0.033 -0.765  0.10
4 N -0.651 1.182 -0.344  0.67
5 C -0.947 1.617 0.997  0.04
6 N 0.278 1.308 1.855  0.06
7 H 0.217 -2.812 -1.414  0.00
8 H 0.863 -1.758 -0.186  0.00
9 H 1.487 -1.777 -1.761  0.00
10 H 0.365 0.060 -2.158  0.00
11 H -0.966 -0.896 -2.732  0.00
12 H -1.474 -0.830 -0.055  0.03
13 H -2.321 0.213 -1.123  0.05
14 H 0.247 1.339 -0.726  0.02
15 H -1.323 2.624 1.084  0.01
16 H -1.729 0.938 1.389  0.00
17 H 0.871 2.097 2.116  0.00
18 H -0.073 0.924 2.711  0.01
19 H 1.915 0.208 1.348  0.00
20 H 1.976 -1.317 1.299  0.00
21 O 2.375 -0.564 1.526  0.00

4.
The following is a DFT calculation (the ωB97M-V functional and the def2-TZVPD basis) of an isolated ion of composition C4H10N2O2 and charge -1 in a non-equilibrium geometry.

Computed properties:
* multiplicity: 2
* E_LUMO (alpha / beta): 4.0 / 3.9 eV
* total charge: -1
* HOMO energy (alpha / beta): 1.256 / -3.746 eV
* HOMO-LUMO gap (alpha / beta): 0.0997 / 0.2809 hartree
* E_tot: -11382.5055 eV

Last column: Löwdin spin population.
Geometry (Å):
1 O -1.767 0.188 1.136  0.22
2 C -0.863 0.371 0.314  0.37
3 N -0.353 1.676 0.374  0.11
4 C 1.049 2.113 0.020  0.02
5 O 1.882 1.559 1.037  0.01
6 C -0.157 -0.777 -0.451  0.07
7 C -1.176 -1.683 -1.168  0.05
8 N 0.557 -1.663 0.606  0.07
9 H -0.900 2.211 1.057  0.01
10 H 1.219 1.835 -0.944  0.00
11 H 1.024 3.173 -0.018  0.00
12 H 1.931 0.627 0.906  0.00
13 H 0.800 -0.582 -1.139  0.01
14 H -1.847 -2.049 -0.410  0.00
15 H -1.574 -1.098 -1.901  0.02
16 H -0.769 -2.631 -1.591  0.01
17 H 1.125 -1.092 1.222  0.01
18 H -0.182 -2.177 0.950  0.01

5.
The following is a DFT calculation (the ωB97M-V functional and the def2-TZVPD basis) of one molecule with the formula CHBrF2O3S in a non-equilibrium geometry.

Computed properties:
* E_LUMO: -1.1 eV
* HOMO energy: -10.033 eV
* HOMO-LUMO gap: 0.3300 hartree
* E_tot: -93502.4185 eV

Last column: Mulliken charge in e.
Geometry (Å):
1 C -0.466 0.456 -0.628  0.22
2 O -0.303 2.755 0.740  -0.47
3 O 1.800 1.510 0.307  -0.37
4 O 2.060 -1.235 0.394  -0.52
5 F -1.794 0.646 -0.648  -0.22
6 F -0.085 0.034 -1.851  -0.21
7 S 0.381 2.178 -0.369  0.63
8 Br 2.699 0.071 -0.292  0.66
9 H -0.205 -0.293 0.131  0.28

The highest E_tot belongs to which entry?
C3H12NO

Among the records above, which one has the highest E_tot?
C3H12NO

Repeat the second record exactly.
The following is a DFT calculation (the ωB97M-V functional and the def2-TZVPD basis) of a 3-piece molecular cluster, C2H10NO2 overall in a non-equilibrium geometry.

Computed properties:
* E_LUMO: -4.6 eV
* total charge: +1
* HOMO energy: -15.804 eV
* HOMO-LUMO gap: 0.4108 hartree
* E_tot: -7813.8536 eV

Last column: Mulliken charge in e.
Geometry (Å):
1 C -1.356 -0.355 -1.462  -0.79
2 C 0.320 0.727 -0.142  -0.08
3 N -0.827 0.162 -0.209  0.07
4 H -1.365 -1.441 -1.410  0.30
5 H -2.411 -0.084 -1.574  0.32
6 H -0.876 0.069 -2.337  0.34
7 H 0.727 1.115 -1.066  0.24
8 H 0.929 0.757 0.749  0.34
9 H -1.058 -0.291 0.654  0.22
10 H 3.036 -1.478 -0.793  0.32
11 H 3.017 -0.012 -0.991  0.34
12 O 2.623 -0.690 -0.435  -0.62
13 H -0.540 -0.139 2.803  0.34
14 H -1.354 0.878 3.527  0.32
15 O -0.865 0.784 2.686  -0.65